Record 1
The following is a DFT calculation (ωB97M-V/def2-TZVPD) of a structure of composition F5Mg2.

Computed properties:
Strongest force on any atom ... 4.5 eV/Å
Total energy ... -24475.0728 eV
HOMO-LUMO gap ... 6.662 eV
LUMO level ... -0.2 eV
Energy above the lowest of the compared OMol25 structures with the same formula, charge and spin ... 1163.6 kJ/mol
Net charge ... -1

The geometry in XYZ format:
```
7
Properties=species:S:1:pos:R:3:mulliken_charge:R:1
Mg -1.10 -2.43 0.89 1.384
Mg -0.05 2.30 -1.30 1.427
F 1.03 -2.78 -0.75 -0.746
F -1.45 0.04 -0.29 -0.760
F 0.93 3.23 0.95 -0.767
F 1.43 0.78 -2.93 -0.766
F -0.79 -1.15 3.43 -0.773
```

***

Record 2
The following is a DFT calculation (ωB97M-V/def2-TZVPD) of a structure of composition C12H16Cl6O3Pt.

Computed properties:
Spin multiplicity ... 5
Strongest force on any atom ... 3.9 eV/Å
Total energy ... -97225.9982 eV
HOMO-LUMO gap (spin up / spin down) ... 1.684 / 5.908 eV
LUMO level (spin up / spin down) ... 4.4 / 3.1 eV
Energy above the lowest of the compared OMol25 structures with the same formula, charge and spin ... 67.8 kJ/mol
Net charge ... -2

The geometry in XYZ format:
```
38
Properties=species:S:1:pos:R:3:mulliken_spin:R:1
C 0.15 0.50 -1.95 1.647
C 1.02 1.51 -1.44 0.540
C 0.28 2.32 -0.53 0.501
C 2.44 1.70 -1.78 0.357
C -1.07 1.83 -0.49 -0.425
C -1.13 0.68 -1.34 0.619
C -2.24 -0.25 -1.47 0.216
C 0.49 -0.52 -2.94 -0.364
C 0.81 3.44 0.25 0.975
C -2.16 2.37 0.33 0.681
Pt 1.17 -1.31 0.69 1.603
Cl 2.84 -0.01 1.21 -0.119
Cl 2.49 -2.42 -0.88 -0.060
Cl -0.17 0.08 2.04 -0.224
H 2.83 0.82 -2.30 0.212
H 3.04 1.84 -0.88 0.020
H 2.56 2.57 -2.44 -0.678
H 1.78 3.17 0.69 0.071
H 0.13 3.70 1.07 -0.169
H 0.95 4.33 -0.38 -0.554
H -1.81 2.62 1.34 0.037
H -2.98 1.65 0.40 0.055
H -2.56 3.29 -0.12 -0.676
H -3.09 0.04 -0.83 0.003
H -1.87 -1.26 -1.15 -0.070
H -2.59 -0.31 -2.51 0.016
H 1.52 -0.86 -2.83 0.007
H 0.36 -0.12 -3.96 -0.283
H -0.15 -1.40 -2.83 0.052
O -0.58 -2.15 -0.28 -0.012
H -1.07 -2.50 0.53 -0.020
Cl -0.33 -2.48 5.19 -0.007
C -0.20 -3.87 4.09 0.017
Cl 1.31 -4.77 4.38 -0.001
Cl -1.58 -4.96 4.29 0.001
C -0.21 -3.23 2.60 0.021
O -1.33 -3.09 2.09 -0.029
O 0.96 -2.94 2.15 0.040
```

***

Record 3
The following is a DFT calculation (ωB97M-V/def2-TZVPD) of the molecule C6H14O2.

Computed properties:
SMILES ... C[C@@H](O)CC(C)(C)O
Strongest force on any atom ... 3.4 eV/Å
Total energy ... -10543.1714 eV
HOMO-LUMO gap ... 9.615 eV
LUMO level ... 0.6 eV
Energy above the lowest of the compared OMol25 structures with the same formula, charge and spin ... 139.4 kJ/mol

The geometry in XYZ format:
```
22
Properties=species:S:1:pos:R:3:mulliken_charge:R:1
C 1.00 0.03 0.15 1.797
C -1.57 -0.40 -0.19 0.515
C -0.33 0.68 -0.01 -1.436
C 2.08 0.70 -0.69 -1.767
C 1.41 -0.23 1.58 -1.623
C -2.88 0.38 -0.22 -1.423
O -1.41 -1.15 -1.32 -0.650
O 0.90 -1.53 -0.51 -0.629
H -0.41 -1.61 -1.16 0.394
H 1.79 -1.85 -0.71 0.299
H -1.52 -1.02 0.72 0.250
H -0.58 1.28 0.85 0.388
H -0.39 1.28 -0.91 0.420
H 2.36 -0.77 1.62 0.370
H 2.18 1.74 -0.38 0.379
H 3.04 0.20 -0.57 0.441
H 1.79 0.67 -1.73 0.439
H 1.53 0.73 2.10 0.393
H 0.64 -0.80 2.10 0.359
H -2.89 1.06 -1.07 0.361
H -3.02 0.94 0.70 0.358
H -3.71 -0.32 -0.33 0.364
```

***

Record 4
The following is a DFT calculation (ωB97M-V/def2-TZVPD) of a cluster of 2 separate species, C25H46NO8S2 in total.

Computed properties:
Spin multiplicity ... 2
Strongest force on any atom ... 9.5 eV/Å
Total energy ... -66196.0374 eV
HOMO-LUMO gap (spin up / spin down) ... 9.122 / 8.661 eV
LUMO level (spin up / spin down) ... 0.1 / -0.4 eV

The geometry in XYZ format:
```
82
Properties=species:S:1:pos:R:3:mulliken_spin:R:1
C 1.25 3.71 3.40 0.000
C -0.21 3.06 2.92 0.000
O -1.19 3.90 2.55 0.000
O -0.33 1.59 2.88 0.000
C 0.27 1.15 1.59 0.001
C 0.81 -0.39 1.74 0.000
C -0.09 -1.54 1.00 0.003
C -0.21 -1.45 -0.62 -0.031
S -1.85 -0.56 -0.99 0.006
C -3.31 -1.60 -0.44 0.000
C -4.60 -1.40 -1.49 0.000
O -4.34 -1.17 -2.81 0.000
O -5.99 -1.52 -0.97 0.000
C -6.27 -0.46 0.02 0.000
C -7.60 0.41 -0.40 0.000
C -8.89 -0.65 -0.38 0.000
O -7.36 0.94 -1.78 0.000
C -6.61 2.23 -1.68 0.000
O -7.33 3.35 -1.39 0.000
C -4.98 2.36 -1.83 0.000
S -4.43 4.01 -2.53 0.000
C 0.95 -0.60 -1.40 0.044
C 2.29 -1.47 -1.83 0.013
C 3.04 -0.54 -2.99 -0.003
C 3.41 -1.57 -0.60 0.006
N 2.00 -2.80 -2.49 0.316
O 1.67 -2.67 -3.79 0.610
C 1.03 -3.66 -1.73 0.012
C 0.57 -4.86 -2.81 0.001
C 1.74 -4.52 -0.47 0.008
C -0.36 -2.94 -1.27 0.040
H 1.12 4.67 4.06 0.000
H 1.84 3.91 2.39 0.000
H 1.79 2.83 3.99 0.000
H -0.49 1.33 0.71 0.000
H 1.22 1.83 1.34 -0.001
H 1.95 -0.38 1.46 0.000
H 0.78 -0.64 2.91 0.000
H 0.29 -2.59 1.42 0.000
H -1.20 -1.43 1.43 0.000
H -3.01 -2.73 -0.40 0.000
H -3.66 -1.23 0.64 0.000
H -5.35 0.26 0.21 0.000
H -6.45 -1.02 1.06 0.000
H -7.78 1.32 0.33 0.000
H -8.72 -1.47 0.45 0.000
H -9.84 -0.04 -0.09 0.000
H -9.08 -1.14 -1.43 0.000
H -4.42 2.13 -0.81 0.000
H -4.65 1.52 -2.60 0.000
H -3.03 3.87 -2.70 0.000
H 0.46 -0.26 -2.44 -0.001
H 1.31 0.38 -0.88 -0.006
H 3.53 0.44 -2.51 0.000
H 3.85 -1.17 -3.57 -0.003
H 2.26 -0.12 -3.79 0.001
H 4.46 -1.95 -0.97 -0.009
H 3.58 -0.44 -0.26 0.001
H 3.01 -2.13 0.35 0.000
H -0.25 -4.48 -3.56 0.001
H 0.05 -5.69 -2.13 -0.001
H 1.54 -5.28 -3.37 -0.001
H 1.77 -3.91 0.53 0.002
H 2.85 -4.72 -0.83 -0.009
H 1.24 -5.56 -0.31 0.000
H -1.05 -2.87 -2.24 0.003
H -0.88 -3.65 -0.48 -0.003
C 5.39 2.14 3.91 0.000
C 6.32 1.62 2.82 0.000
O 5.73 1.61 1.52 0.000
C 5.29 2.86 1.01 0.000
C 6.41 3.88 0.88 0.000
H 4.48 1.54 3.95 0.000
H 5.89 2.10 4.88 0.000
H 5.09 3.17 3.73 0.000
H 6.59 0.59 3.05 0.000
H 7.26 2.19 2.80 0.000
H 4.47 3.25 1.62 0.000
H 4.87 2.67 0.02 0.000
H 6.86 4.12 1.84 0.000
H 6.02 4.81 0.45 0.000
H 7.20 3.50 0.23 0.000
```

***

Record 5
The following is a DFT calculation (ωB97M-V/def2-TZVPD) of a cluster of 2 separate species, C17H40IN4O3P in total.

Computed properties:
SMILES ... CCC[C@H](OC(=O)CCCN)[C@@H](I)CC.CN(C)P(=O)(N(C)C)N(C)C
Strongest force on any atom ... 4.0 eV/Å
Total energy ... -47770.4883 eV
HOMO-LUMO gap ... 8.746 eV
LUMO level ... 0.6 eV

The geometry in XYZ format:
```
66
Properties=species:S:1:pos:R:3:mulliken_charge:R:1
C -3.43 1.98 5.90 -1.313
C -3.17 1.69 4.41 0.308
C -2.14 0.57 4.22 -1.589
C -2.11 -0.04 2.81 0.429
O -2.12 1.05 1.88 0.046
C -0.98 1.24 1.17 0.583
O -0.31 0.33 0.75 -0.727
C -0.65 2.69 0.90 -0.551
C -1.86 3.61 0.69 -0.651
C -2.35 3.65 -0.76 -0.535
N -3.49 2.73 -0.99 -0.542
C -3.33 -0.98 2.62 -1.274
I -4.75 -0.16 1.21 0.058
C -2.89 -2.34 2.08 -0.257
C -4.05 -3.35 1.95 -1.240
H -4.41 1.62 6.20 0.304
H -3.35 3.05 6.10 0.356
H -2.66 1.50 6.51 0.355
H -4.08 1.42 3.87 0.214
H -2.77 2.58 3.93 0.008
H -1.14 0.98 4.40 0.423
H -2.26 -0.23 4.96 0.502
H -1.20 -0.63 2.72 0.563
H 0.00 3.06 1.70 0.436
H -0.10 2.66 -0.04 0.021
H -2.70 3.33 1.33 0.291
H -1.56 4.62 0.97 0.425
H -2.70 4.66 -0.98 0.406
H -1.53 3.41 -1.44 0.202
H -3.14 1.86 -1.38 0.192
H -4.08 3.10 -1.72 0.232
H -3.92 -1.05 3.54 0.639
H -2.52 -2.15 1.07 0.240
H -2.09 -2.75 2.69 0.386
H -4.90 -3.01 2.54 0.318
H -4.40 -3.43 0.92 0.353
H -3.76 -4.33 2.32 0.342
O 1.71 -2.19 -3.96 -0.848
P 2.77 -1.65 -3.08 0.393
N 2.18 -0.17 -2.52 0.233
C 2.99 0.92 -2.01 -0.639
C 0.84 -0.19 -1.93 -1.103
N 4.12 -1.45 -4.15 0.276
C 4.54 -0.13 -4.59 -1.137
C 4.07 -2.37 -5.28 -1.125
N 3.67 -2.18 -1.78 0.345
C 2.94 -2.57 -0.59 -1.201
C 5.12 -2.20 -1.66 -0.894
H 3.43 0.71 -1.02 0.230
H 2.36 1.80 -1.90 0.309
H 3.78 1.20 -2.69 0.042
H 0.85 -0.54 -0.90 0.479
H 0.19 -0.85 -2.52 0.315
H 0.39 0.80 -1.95 0.260
H 3.72 0.47 -5.01 0.357
H 5.30 -0.24 -5.36 0.377
H 5.01 0.43 -3.79 0.311
H 3.39 -2.03 -6.07 0.329
H 3.74 -3.35 -4.97 0.364
H 5.07 -2.47 -5.70 0.362
H 2.92 -1.77 0.17 0.335
H 3.38 -3.46 -0.14 0.430
H 1.90 -2.82 -0.84 0.326
H 5.52 -1.20 -1.42 0.273
H 5.61 -2.57 -2.55 0.281
H 5.40 -2.87 -0.84 0.364
```

***

Record 6
The following is a DFT calculation (ωB97M-V/def2-TZVPD) of a structure of composition C5H10N.

Computed properties:
Strongest force on any atom ... 4.3 eV/Å
Total energy ... -6825.4918 eV
HOMO-LUMO gap (spin up / spin down) ... 9.478 / 7.175 eV
LUMO level (spin up / spin down) ... -4.2 / -5.2 eV
Energy above the lowest of the compared OMol25 structures with the same formula, charge and spin ... 454.5 kJ/mol
Net charge ... +1

The geometry in XYZ format:
```
16
Properties=species:S:1:pos:R:3:mulliken_charge:R:1
C -1.22 -0.91 -0.26 -0.780
C 0.02 -0.06 -0.62 0.555
C 1.11 -0.28 0.31 -0.330
C -0.85 1.06 -0.13 -0.653
C 2.44 0.15 -0.06 -1.146
N -1.98 0.17 0.34 -0.035
H -1.82 -1.35 -1.11 0.321
H -1.09 -1.71 0.52 0.346
H 0.25 -0.05 -1.71 0.413
H 0.70 -0.30 1.39 0.302
H -0.50 1.83 0.55 0.354
H 2.45 1.19 0.13 0.326
H 2.42 0.07 -1.21 0.293
H 3.13 -0.27 0.60 0.406
H -2.83 0.24 -0.10 0.274
H -2.22 0.21 1.37 0.353
```